Computed, not measured: a 5-piece molecular cluster, C5H21NO5S overall in a non-equilibrium geometry, with ωB97M-V/def2-TZVPD.

## Properties
HOMO-LUMO gap ... 9.22 eV
Structure (SMILES) ... CCN[C@H](CO)CS.O.O.O.O
F_max ... 5.3 eV Å⁻¹
Total charge ... 0
Energy ... -1032.142085 Ha
Multiplicity ... 1
Energy above the lowest of the compared OMol25 structures with the same formula, charge and spin ... 53.0 kcal per mole

CARTESIAN COORDINATES (ANGSTROEM)
C 2.13628 0.04722 -0.08660
N 1.46133 1.21649 0.56547
C 0.10411 1.35660 0.19453
C -0.13550 1.48787 -1.31443
S -1.49496 2.57918 -1.76760
C -0.66637 0.17401 0.82028
O -2.00025 0.29546 0.52978
C 2.37498 -1.01674 0.99572
H 3.15793 0.35218 -0.49570
H 1.46556 -0.32914 -0.84211
H 2.03252 2.04397 0.54508
H -0.30857 2.32014 0.51874
H 0.90799 1.96811 -1.74850
H -0.37250 0.51782 -1.71322
H -2.44440 1.94741 -1.06241
H -0.50998 0.25992 1.79591
H -0.28935 -0.73904 0.27442
H -2.45142 0.85812 1.27925
H 2.94467 -0.64379 1.90327
H 1.26941 -1.34320 1.31423
H 3.02253 -1.82471 0.75539
H 1.70592 -2.14994 -1.89881
H 0.19689 -2.42891 -1.97394
O 1.00156 -2.56674 -2.46966
H -1.47483 -1.47128 -0.42727
H -2.36849 -2.25101 -1.52686
O -1.49410 -2.16442 -1.01299
H -0.68682 -3.54599 0.44968
H 0.06754 -3.05126 1.63351
O 0.02581 -3.92088 1.15560
H 0.73168 1.72885 2.77059
H 0.98589 0.73140 3.95014
O 0.37034 1.47836 3.69288

Cartesian forces, eV/Å:
1.83 0.90 1.61
1.57 -0.84 0.23
-0.91 0.81 -0.55
2.26 0.90 -0.63
-0.07 0.47 -0.19
1.03 0.86 -4.84
-3.63 1.37 1.86
-1.99 0.48 1.81
-1.54 -0.26 0.09
0.25 -0.18 -0.58
-0.17 0.22 -0.32
0.18 -0.22 0.92
-2.88 -1.34 0.61
0.41 -0.41 -0.72
0.11 -0.05 -0.08
1.00 -0.68 4.27
-0.04 0.78 1.28
1.26 -1.71 -2.25
-1.12 0.29 -0.92
2.91 0.20 -0.27
-0.06 -1.13 -0.96
-1.10 -0.85 -1.00
-0.66 -0.01 0.31
1.79 0.79 0.63
-1.12 2.65 1.80
2.05 0.65 1.59
-1.44 -3.62 -3.55
2.29 -1.85 1.82
0.44 -1.35 -0.02
-2.79 3.16 -1.88
-0.62 -0.63 2.01
-1.06 1.29 -0.39
1.80 -0.71 -1.68

=====

Computed, not measured: one molecule with the formula C5H8O4 in a non-equilibrium geometry, with ωB97M-V/def2-TZVPD.

## Properties
HOMO-LUMO gap (alpha / beta) ... 6.97 / 7.34 eV
F_max ... 7.0 eV Å⁻¹
Total charge ... 0
⟨S²⟩ ... 2.011
Energy ... -496.103603 Ha
Multiplicity ... 3
Energy above the lowest of the compared OMol25 structures with the same formula, charge and spin ... 4.0 kcal per mole

CARTESIAN COORDINATES (ANGSTROEM)
C -0.20334 1.44255 -0.20508
C -1.47287 0.99769 -0.34395
C 0.84629 0.71112 0.59456
C -2.14084 -0.18978 0.12683
C 1.58146 -0.32172 -0.38954
O -3.14333 -0.63159 -0.43162
O -1.68245 -0.78160 1.17939
O 2.64617 -0.91345 0.37736
O 0.76970 -1.21238 -1.02150
H -0.01436 2.37390 -0.75664
H -2.13614 1.62867 -0.80225
H 1.42678 1.43238 0.95711
H 0.46086 0.16320 1.35433
H 1.83909 0.16419 -1.28282
H -2.15663 -1.62140 1.30545
H 3.16706 -1.46817 -0.21072
H 0.21255 -1.77361 -0.45092

Cartesian forces, eV/Å:
6.32 1.89 1.02
-5.69 -3.97 0.49
-1.49 -1.08 -5.15
-1.15 1.56 -2.39
0.29 0.83 2.19
-0.32 0.13 -0.38
1.86 -1.69 2.63
-0.97 0.56 -0.63
-1.75 -1.99 0.11
0.57 -0.53 0.48
-1.70 1.29 -1.30
3.26 2.46 1.42
-1.37 -1.66 2.36
1.76 1.53 -0.72
-0.10 0.31 -0.10
0.02 -0.07 -0.13
0.47 0.42 0.10